Record 1
Below is a structure of composition C9H26BrN4O3V in a non-equilibrium geometry, with properties calculated with the ωB97M-V functional and the def2-TZVPD basis.

The value obtained for the LUMO energy (alpha / beta) is -1.5 / -1.1 eV. As for the expectation value of S²: 6.00. As for the gap between HOMO and LUMO (alpha / beta): 0.226 / 0.281 Eh.

ORCA input file:
```
! wB97M-V def2-TZVPD RIJCOSX def2/J DEFGRID3
* xyz 0 5
V -0.901 -3.123 -3.318
Br 0.915 -1.736 -1.895
C 4.047 -4.180 -3.768
O 3.324 -3.898 -4.725
N 4.005 -3.601 -2.607
N 4.911 -5.119 -3.774
H 4.661 -3.838 -1.877
H 3.306 -2.873 -2.575
H 5.495 -5.371 -2.990
H 5.063 -5.650 -4.620
C -1.600 -0.036 1.878
C -0.197 -0.483 2.425
C -0.127 -0.735 3.952
O -0.538 0.434 4.509
C -1.851 0.273 5.135
N 0.274 -1.585 1.639
H -2.120 0.829 2.289
H -2.375 -0.770 2.098
H -1.492 0.086 0.800
H 0.395 0.399 2.179
H 0.877 -0.952 4.316
H -0.696 -1.660 4.045
H -2.034 1.232 5.619
H -1.807 -0.528 5.873
H -2.613 -0.059 4.429
H 1.253 -1.736 1.835
H 0.363 -1.335 0.665
C -2.914 2.700 -0.781
C -1.462 2.836 -0.460
C -0.602 3.326 -1.594
O -0.787 2.682 -2.851
C -0.153 1.487 -3.027
N -1.401 3.655 0.729
H -3.385 3.670 -0.937
H -3.448 2.433 0.132
H -3.156 2.026 -1.603
H -1.140 1.836 -0.172
H 0.457 3.433 -1.360
H -0.842 4.347 -1.891
H 0.927 1.606 -3.111
H -0.509 1.060 -3.965
H -0.317 0.823 -2.178
H -1.304 4.592 0.367
H -0.502 3.502 1.163
*
```

***

Record 2
Below is a cluster of 3 separate species, C9H26FN2O9PS4 in total in a non-equilibrium geometry, with properties calculated with the ωB97M-V functional and the def2-TZVPD basis.

The value obtained for the LUMO energy is -1.0 eV. As for the gap between HOMO and LUMO: 0.281 Eh.

ORCA input file:
```
! wB97M-V def2-TZVPD RIJCOSX def2/J DEFGRID3
* xyz 0 1
N -3.376 -2.035 1.079
P -2.795 -3.314 -0.076
O -2.317 -4.623 0.964
N -1.447 -2.575 -0.960
C -0.619 -1.626 -0.129
C 0.253 -2.316 1.072
C -0.326 -1.904 2.560
S -0.714 -3.430 3.614
S -0.504 -3.701 -1.889
O -0.697 -5.193 -1.538
O -0.888 -3.565 -3.414
F 1.192 -3.297 -1.814
H -3.777 -2.607 1.882
H -4.119 -1.458 0.626
H -1.330 -4.789 0.960
H 0.174 -1.136 -0.876
H -1.239 -0.698 0.291
H 1.347 -1.841 1.015
H 0.399 -3.465 0.904
H -1.265 -1.176 2.444
H 0.500 -1.241 3.111
H 0.344 -4.331 3.314
C -1.462 1.863 4.703
C -1.812 3.302 4.375
O -1.379 3.655 3.069
S -2.260 3.158 1.792
C -1.494 4.199 0.575
O -3.631 3.586 1.969
O -1.916 1.784 1.496
H -2.039 1.168 4.086
H -1.677 1.642 5.752
H -0.403 1.666 4.507
H -2.885 3.486 4.493
H -1.292 3.965 5.075
H -1.704 5.242 0.818
H -1.919 3.949 -0.399
H -0.419 4.008 0.571
C 3.134 -1.212 -4.471
C 3.725 0.113 -4.915
O 3.025 1.209 -4.344
S 3.323 1.605 -2.791
C 2.520 3.188 -2.807
O 4.746 1.811 -2.622
O 2.567 0.719 -1.932
H 3.302 -1.378 -3.402
H 3.591 -2.042 -5.017
H 2.052 -1.229 -4.634
H 4.794 0.168 -4.681
H 3.627 0.201 -6.002
H 3.052 3.848 -3.493
H 2.554 3.594 -1.794
H 1.482 3.055 -3.120
*
```

***

Record 3
Below is a structure of composition C9H26GaN2O7 in a non-equilibrium geometry, with properties calculated with the ωB97M-V functional and the def2-TZVPD basis.

Its energy above the lowest of the compared OMol25 structures with the same formula, charge and spin is 0.126 eV. The value obtained for the LUMO energy is -4.8 eV. As for the gap between HOMO and LUMO: 0.214 Eh.

ORCA input file:
```
! wB97M-V def2-TZVPD RIJCOSX def2/J DEFGRID3
* xyz 1 1
O 0.352 -3.009 1.921
H 0.523 -3.766 2.504
Ga -0.075 -0.838 -0.188
N 0.613 -0.628 -2.020
N -1.308 0.648 -1.097
O 1.857 -1.121 -2.464
O -2.386 1.426 -0.654
C -0.125 -0.038 -2.959
C -1.212 0.704 -2.426
C 0.215 -0.141 -4.392
C -2.169 1.540 -3.196
H 0.965 -0.919 -4.550
H 0.599 0.809 -4.779
H -0.682 -0.386 -4.970
H -2.540 2.367 -2.582
H -3.037 0.937 -3.504
H -1.707 1.934 -4.112
H 2.022 -1.895 -1.884
H -2.379 1.383 0.320
O 1.037 1.823 -0.010
H 1.989 1.964 -0.157
H 0.599 2.399 -0.663
C -1.683 -1.891 0.481
H -1.458 -2.505 1.346
H -2.020 -2.543 -0.332
H -2.522 -1.233 0.723
O 0.862 -2.608 -0.365
H 0.700 -2.992 0.769
H 0.257 -3.131 -0.926
C 3.178 -0.800 0.573
O 1.816 -0.609 1.018
C 1.576 -0.902 2.393
C 0.637 0.127 2.942
O -0.448 0.297 2.020
C -1.271 1.405 2.400
H 3.542 -1.797 0.885
H 3.792 -0.010 1.038
H 3.195 -0.703 -0.523
H 2.513 -0.973 2.953
H 1.031 -1.960 2.347
H 1.169 1.087 3.110
H 0.222 -0.251 3.895
H -2.324 1.120 2.279
H -1.093 1.681 3.452
H -1.007 2.261 1.766
*
```

***

Record 4
Below is a structure of composition C9H26IN2O3 in a non-equilibrium geometry, with properties calculated with the ωB97M-V functional and the def2-TZVPD basis.

Its energy above the lowest of the compared OMol25 structures with the same formula, charge and spin is 6.441 eV. The value obtained for the LUMO energy is 3.2 eV. As for the gap between HOMO and LUMO: 0.252 Eh.

ORCA input file:
```
! wB97M-V def2-TZVPD RIJCOSX def2/J DEFGRID3
* xyz -1 1
I -2.424 0.018 -0.065
C 1.019 -0.640 1.348
C 0.103 -1.633 2.045
C -0.796 -0.941 3.101
O -0.082 -0.064 3.964
C -0.852 0.651 4.900
N -0.740 -2.282 1.049
H 1.785 -0.305 2.047
H 0.403 0.187 0.996
H 1.542 -1.069 0.493
H 0.677 -2.462 2.459
H -1.235 -1.733 3.708
H -1.549 -0.384 2.543
H -1.540 1.344 4.416
H -0.151 1.230 5.502
H -1.431 -0.024 5.531
H -0.130 -2.705 0.365
H -1.275 -1.623 0.503
C 1.282 0.197 -1.068
C 0.186 0.152 -2.176
C 0.822 -0.175 -3.550
O -0.188 -0.156 -4.635
C 0.348 0.198 -5.880
N -0.768 -0.868 -1.860
H 0.804 0.365 -0.103
H 1.989 1.015 -1.214
H 1.804 -0.749 -0.927
H -0.437 1.045 -2.234
H 1.360 -1.119 -3.452
H 1.642 0.519 -3.732
H -0.490 0.131 -6.574
H 1.171 -0.495 -6.059
H 0.632 1.250 -5.853
H -1.238 -0.477 -1.056
H -0.149 -1.578 -1.494
C -0.200 2.347 1.446
O -0.594 2.350 0.117
H -0.705 1.615 2.077
H 0.844 2.039 1.503
H -0.413 3.308 1.913
H -1.028 1.520 -0.093
*
```

***

Record 5
Below is a structure of composition C9H26N2O3 in a non-equilibrium geometry, with properties calculated with the ωB97M-V functional and the def2-TZVPD basis.

Its energy above the lowest of the compared OMol25 structures with the same formula, charge and spin is 11.937 eV. The value obtained for the LUMO energy is 0.4 eV. As for the gap between HOMO and LUMO: 0.258 Eh.

ORCA input file:
```
! wB97M-V def2-TZVPD RIJCOSX def2/J DEFGRID3
* xyz 0 1
C -0.772 -12.737 9.562
O 0.134 -11.904 10.288
H -0.274 -13.356 8.816
H -1.410 -13.393 10.154
H -1.577 -12.149 9.120
H 0.776 -11.584 9.649
C -2.294 -12.592 12.137
C -1.197 -11.695 12.694
C 0.103 -12.357 13.164
O -0.048 -13.097 14.333
C 0.951 -13.068 15.286
N -0.997 -10.802 11.624
H -2.404 -13.503 12.725
H -2.163 -12.921 11.106
H -3.243 -12.058 12.085
H -1.611 -11.037 13.459
H 0.751 -11.504 13.364
H 0.573 -12.985 12.407
H 0.717 -13.862 15.996
H 0.913 -12.199 15.943
H 1.940 -13.322 14.903
H -0.305 -10.139 11.946
H -0.623 -11.285 10.820
C -5.132 -11.311 11.165
C -3.780 -11.610 10.511
C -3.939 -12.019 9.084
O -2.755 -12.543 8.591
C -2.862 -13.606 7.672
N -2.813 -10.522 10.709
H -5.684 -10.540 10.627
H -5.001 -10.862 12.150
H -5.863 -12.119 11.137
H -3.399 -12.379 11.182
H -4.232 -11.105 8.568
H -4.684 -12.813 9.032
H -3.543 -13.368 6.854
H -3.219 -14.493 8.195
H -1.856 -13.781 7.292
H -2.327 -10.633 11.588
H -2.154 -10.433 9.949
*
```

***

Record 6
Below is a structure of composition C9H26N2O7Pt in a non-equilibrium geometry, with properties calculated with the ωB97M-V functional and the def2-TZVPD basis.

Its energy above the lowest of the compared OMol25 structures with the same formula, charge and spin is 0.000 eV. The value obtained for the LUMO energy (alpha / beta) is 0.4 / 0.3 eV. As for the expectation value of S²: 2.02. As for the gap between HOMO and LUMO (alpha / beta): 0.200 / 0.269 Eh.

ORCA input file:
```
! wB97M-V def2-TZVPD RIJCOSX def2/J DEFGRID3
* xyz 0 3
O -2.320 3.404 1.838
H -2.939 4.159 1.767
Pt 0.173 -0.345 -0.050
N 0.968 -0.619 -1.830
N 0.683 1.472 -0.599
O 1.115 -1.816 -2.556
O 0.502 2.671 0.106
C 1.461 0.436 -2.496
C 1.358 1.638 -1.756
C 2.085 0.190 -3.815
C 1.903 2.969 -2.118
H 1.688 -0.724 -4.270
H 3.177 0.075 -3.717
H 1.903 1.044 -4.482
H 2.048 3.607 -1.240
H 1.254 3.502 -2.830
H 2.872 2.839 -2.620
H 0.783 -2.563 -2.013
H -0.172 2.547 0.808
O 3.163 -0.777 1.282
H 3.032 -1.027 0.355
H 2.899 0.165 1.293
C -2.909 2.371 1.028
H -2.790 1.427 1.577
H -2.372 2.340 0.068
H -3.984 2.539 0.838
O -2.723 -1.235 -1.511
H -1.978 -0.871 -2.028
H -2.303 -1.915 -0.964
C -0.164 -3.660 0.108
O -0.466 -2.400 0.735
C -0.911 -2.437 2.115
C -1.610 -1.114 2.334
O -0.685 -0.022 1.951
C 0.225 0.375 3.010
H -0.786 -3.752 -0.794
H -0.372 -4.527 0.758
H 0.895 -3.674 -0.179
H -1.612 -3.263 2.293
H -0.046 -2.527 2.781
H -2.464 -1.016 1.652
H -1.956 -0.970 3.364
H -0.331 0.578 3.937
H 0.993 -0.389 3.191
H 0.710 1.297 2.679
*
```